Density functional theory data (ωB97M-V with the def2-TZVPD basis set) for a cluster of 2 separate species, C4H10N2OS in total at a distorted geometry.

The geometry in XYZ format:
```
18
Properties=species:S:1:pos:R:3:forces:R:3
N -0.1945 -1.8986 1.1123 0.6 -1.1 -2.4
C 0.0736 0.5561 0.4719 2.1 -2.5 -2.0
C 1.0435 0.9904 -0.5708 1.7 -0.6 -0.7
S 2.8247 0.3828 -0.2275 -1.0 0.2 0.7
C -0.9064 -0.3485 -0.1230 -4.9 1.2 -3.4
N -2.2893 -0.3741 0.4515 2.0 0.6 -0.5
C -2.7192 1.0534 0.3789 1.2 -0.4 1.7
O -0.8697 -0.5010 -1.3889 0.4 -1.2 3.0
H 2.4307 -0.7564 0.4041 0.1 0.4 -0.3
H 0.1745 -2.4380 0.2804 -0.6 0.9 0.4
H 0.3101 -2.4585 1.7992 0.5 0.9 1.0
H 0.4114 0.2317 1.4038 0.0 0.9 2.5
H 1.1634 2.0862 -0.8086 -0.4 -1.1 0.4
H 0.8262 0.3516 -1.4762 -0.3 1.5 0.8
H -2.8126 -1.0227 -0.1326 0.1 0.5 -0.2
H -3.7844 1.1390 0.5173 -0.3 0.1 -0.2
H -2.2266 1.4696 1.2868 -0.6 0.2 -0.2
H -2.2922 1.6804 -0.4116 -0.6 -0.5 -0.6
```
Positions in Å, forces in eV/Å.

Values from the calculation:
charge: 0
LUMO: -2.70 eV
E_HOMO: -8.878 eV
spin multiplicity: 1
orbital gap: 6.1747 eV

Here are the Löwdin charges for atoms 1 to 5, given in e:
1. N 0.071
2. C 0.016
3. C -0.469
4. S 0.673
5. C -0.587


Density functional theory data (ωB97M-V with the def2-TZVPD basis set) for a cluster of 2 separate species, C4H10N2OS in total at a distorted geometry.

The geometry in XYZ format:
```
18
Properties=species:S:1:pos:R:3:forces:R:3
C 1.1906 1.0921 1.8862 -1.1 0.0 1.2
C -1.1036 -1.4721 -0.6419 -3.2 -2.1 -0.6
C -1.5638 -0.3665 0.2666 -1.7 1.1 0.3
C -1.1540 1.0367 -0.1807 1.6 1.0 1.8
N 1.6184 -0.0105 1.5151 1.2 -0.3 -2.2
N 2.4952 1.2946 -0.7648 -0.2 -2.7 1.8
O -0.4144 1.3236 -1.0949 -0.7 -0.4 0.0
S 2.4561 -0.3465 -0.2531 -0.1 1.2 0.5
H 1.2068 1.8127 1.0861 0.5 0.7 -0.5
H -1.5466 -2.5060 -0.3681 0.9 1.6 0.3
H -0.0866 -1.4434 -0.5135 2.6 -0.7 -0.5
H -1.4521 -1.4564 -1.7079 0.7 0.8 0.8
H -1.1548 -0.5439 1.3711 -1.5 0.7 -2.2
H -2.7011 -0.1905 0.1225 1.3 -0.8 1.2
H -1.4239 1.9033 0.5704 -0.2 -1.4 -1.1
H 3.4204 1.5511 -1.0414 0.0 0.5 -0.5
H 1.6560 1.4115 -1.2795 -0.2 1.0 -1.2
H 1.6325 -0.8959 1.9643 0.0 -0.4 0.9
```
Positions in Å, forces in eV/Å.

Values from the calculation:
charge: 0
LUMO: 0.56 eV
E_HOMO: -8.016 eV
spin multiplicity: 1
orbital gap: 8.5763 eV

Here are the Löwdin charges for atoms 1 to 5, given in e:
1. C -0.092
2. C -0.140
3. C -0.238
4. C -0.300
5. N -0.284


Density functional theory data (ωB97M-V with the def2-TZVPD basis set) for a cluster of 2 separate species, C4H10N2S in total at a distorted geometry.

The geometry in XYZ format:
```
17
Properties=species:S:1:pos:R:3:forces:R:3
C -2.9953 -0.8722 0.2147 -0.6 2.1 -3.5
C -1.7578 -0.8905 0.6594 3.9 1.2 -0.7
C 3.2047 -0.5949 0.0875 -0.4 0.8 0.1
C 2.4673 0.1547 -0.7125 -1.0 -2.3 -3.3
N -1.5501 0.6736 -1.4069 0.2 0.1 -1.5
N -0.0575 1.3193 0.8356 1.2 1.6 2.2
S -0.5615 0.1380 -0.3739 -2.7 -2.9 2.9
H -3.8377 -1.0587 0.7773 -1.6 -0.7 1.0
H -3.0103 -0.2179 -0.7600 -1.1 -1.8 2.0
H -1.3267 -1.2142 1.5905 0.2 -0.1 0.0
H 3.4149 -0.2322 1.1065 0.1 -0.6 -0.6
H 0.6009 0.8338 1.5150 -1.1 0.8 -0.9
H 3.5186 -1.5308 -0.3139 0.6 -0.6 0.4
H 2.0877 -0.2127 -1.8011 1.4 0.7 2.6
H 1.9572 1.0050 -0.4258 -0.4 2.0 0.7
H -1.2747 0.9220 -2.3307 0.2 0.9 -0.6
H -0.8797 1.7777 1.3384 1.2 -1.2 -0.7
```
Positions in Å, forces in eV/Å.

Values from the calculation:
charge: 0
LUMO (alpha / beta): 0.72 / -2.98 eV
E_HOMO (alpha / beta): -4.031 / -9.388 eV
spin multiplicity: 3
expectation value of S²: 2.021
orbital gap (alpha / beta): 4.7546 / 6.4071 eV

Here are the Löwdin charges for atoms 1 to 5, given in e:
1. C -0.156
2. C -0.378
3. C -0.071
4. C -0.155
5. N -0.259


Density functional theory data (ωB97M-V with the def2-TZVPD basis set) for an isolated molecule of C4H10N2S2 at a distorted geometry.

The geometry in XYZ format:
```
18
Properties=species:S:1:pos:R:3:forces:R:3
C 1.0761 -2.0363 0.1384 -0.8 -0.4 0.3
C 0.5886 -0.6112 0.1502 0.5 0.5 -0.3
N 1.3442 0.4043 -0.0961 -0.6 -0.8 0.2
S 2.9802 0.1004 -0.4764 0.0 0.9 0.0
C -0.8715 -0.3538 0.4872 0.4 0.3 -0.3
S -1.9555 -1.1758 -0.7338 0.0 0.3 -0.2
C -1.2170 1.1348 0.6198 -0.5 -0.4 0.4
N -1.1715 1.8246 -0.6605 -0.4 0.9 0.3
H 0.2688 -2.7569 0.3998 0.6 0.6 0.0
H 1.4272 -2.3318 -0.8438 0.1 0.1 -0.3
H 1.9136 -2.1405 0.8286 0.0 -0.1 0.1
H 3.2846 1.4320 -0.6100 -0.1 -0.8 0.1
H -1.0650 -0.8448 1.4379 -0.1 -0.1 0.1
H -1.9463 -0.0898 -1.5601 0.0 -0.4 0.3
H -2.2416 1.1827 1.0094 0.1 0.0 -0.1
H -0.5651 1.5426 1.3989 0.1 0.2 -0.1
H -0.2005 1.9751 -0.8996 0.0 0.1 -0.1
H -1.6493 2.7445 -0.5899 0.6 -1.0 -0.1
```
Positions in Å, forces in eV/Å.

Values from the calculation:
charge: 0
SMILES: C/C(=N\S)[C@H](S)CN
LUMO: 0.81 eV
E_HOMO: -8.741 eV
spin multiplicity: 1
orbital gap: 9.5511 eV

Here are the Löwdin charges for atoms 1 to 5, given in e:
1. C -0.103
2. C -0.499
3. N -0.344
4. S 0.736
5. C -0.616


Density functional theory data (ωB97M-V with the def2-TZVPD basis set) for an isolated molecule of C4H10N2Si at a distorted geometry.

The geometry in XYZ format:
```
17
Properties=species:S:1:pos:R:3:forces:R:3
H 3.1467 1.0149 -0.0615 -1.0 0.6 0.2
N 2.1113 1.1422 -0.2249 1.0 0.2 -0.8
N 1.5532 0.3453 0.5204 2.4 -1.1 1.3
C 0.1931 0.0664 0.3565 -1.3 -0.1 0.9
C -0.4546 -0.0859 1.7591 2.8 -3.4 -1.0
Si 0.3999 -1.5487 -0.7532 -1.5 0.3 -0.5
C -0.5301 1.1563 -0.3191 -1.6 -2.2 -2.0
C -1.5215 0.8251 -1.1433 2.5 -0.4 3.0
H -0.0760 -0.9784 2.3072 -0.1 0.5 -0.4
H -0.2103 0.7280 2.3131 0.9 2.6 1.7
H -1.4675 -0.1485 1.7477 -3.0 -0.3 -0.5
H 0.3107 -1.1839 -2.1771 0.5 0.4 0.0
H -0.8062 -2.3957 -0.7058 -0.2 -0.1 0.5
H 1.5354 -2.4172 -0.5628 0.6 -0.1 0.5
H -0.2101 2.1290 -0.1751 0.8 1.8 0.0
H -1.9831 1.4396 -1.7430 -2.4 3.8 -2.8
H -1.9911 -0.0885 -1.1381 -0.3 -2.6 -0.1
```
Positions in Å, forces in eV/Å.

Values from the calculation:
charge: 0
SMILES: [H]/N=N/[C@](C)([SiH3])C=C
LUMO: 0.87 eV
E_HOMO: -8.947 eV
spin multiplicity: 1
orbital gap: 9.8210 eV

Here are the Löwdin charges for atoms 1 to 5, given in e:
1. H 0.082
2. N 0.077
3. N -0.127
4. C -0.660
5. C -0.043


Density functional theory data (ωB97M-V with the def2-TZVPD basis set) for a cluster of 2 separate species, C4H10N3 in total at a distorted geometry.

The geometry in XYZ format:
```
17
Properties=species:S:1:pos:R:3:forces:R:3
C 1.2544 -1.1458 -0.8491 -0.6 -1.8 1.4
C 0.7187 0.1943 -0.9473 -0.6 2.0 -1.0
C -3.6435 0.2250 -0.1792 -2.3 -2.1 2.6
C 2.6289 0.4669 0.7499 -1.2 -0.5 -1.4
N -1.4297 0.5992 0.8787 -2.5 -0.5 -1.8
N -2.5148 0.4816 0.5406 5.6 1.4 1.6
N 1.3824 -0.1314 0.3030 -2.7 -1.7 1.6
H 0.7093 -2.1798 -0.7017 0.5 2.5 0.1
H 2.2295 -1.3818 -1.1622 1.3 0.0 -0.8
H 1.3013 1.0037 -1.5323 -1.1 -1.5 0.9
H -3.5664 -0.3940 -1.0236 0.8 -1.0 -1.2
H -4.1448 1.1025 -0.4180 -0.8 1.8 -0.2
H -4.1866 -0.3043 0.6802 -0.4 0.4 -1.7
H 2.3652 0.9572 1.6214 0.1 1.0 1.9
H 3.2535 -0.3499 0.8780 2.0 -0.9 0.5
H 2.9158 1.1806 0.0224 0.8 0.5 -0.7
H 0.7268 -0.3240 1.1392 1.3 0.4 -1.9
```
Positions in Å, forces in eV/Å.

Values from the calculation:
charge: +1
LUMO (alpha / beta): -5.11 / -4.10 eV
E_HOMO (alpha / beta): -10.848 / -12.137 eV
spin multiplicity: 1
orbital gap (alpha / beta): 5.7375 / 8.0332 eV

Here are the Löwdin charges for atoms 1 to 5, given in e:
1. C -0.098
2. C -0.123
3. C 0.000
4. C 0.012
5. N 0.310